Density functional theory data (the ωB97M-V functional and the def2-TZVPD basis) for a molecular structure, C18H16IrN2O2S2.

```
! wB97M-V def2-TZVPD RIJCOSX def2/J DEFGRID3
* xyz 1 5
Ir -0.52 1.00 0.94
O -0.62 -4.74 -3.09
C -1.66 -4.54 -2.16
C -1.44 -3.23 -1.46
C -2.46 -2.64 -0.72
C -2.22 -1.46 -0.06
N -1.03 -0.85 -0.12
C -0.03 -1.40 -0.84
C -0.21 -2.59 -1.52
C 1.26 -0.65 -0.86
C 2.35 -1.08 -1.60
C 3.52 -0.34 -1.59
C 4.73 -0.79 -2.36
O 4.35 -1.82 -3.25
C 3.56 0.82 -0.83
C 2.45 1.20 -0.11
N 1.32 0.47 -0.13
H -0.75 -5.57 -3.54
H -1.66 -5.33 -1.40
H -2.64 -4.54 -2.63
H -3.44 -3.09 -0.66
H -2.98 -0.97 0.53
H 0.58 -3.03 -2.10
H 2.30 -1.98 -2.20
H 5.48 -1.15 -1.64
H 5.16 0.07 -2.88
H 5.11 -2.11 -3.75
H 4.45 1.44 -0.80
H 2.43 2.09 0.49
S -0.66 1.27 3.18
C -1.60 2.78 3.29
C -1.94 3.25 4.54
C -2.67 4.44 4.67
C -3.05 5.15 3.56
C -2.71 4.68 2.29
C -1.98 3.50 2.15
S -1.58 2.96 0.53
H -1.64 2.70 5.42
H -2.93 4.79 5.66
H -3.62 6.07 3.65
H -3.00 5.22 1.40
*
```

HOMO-LUMO gap (spin up / spin down)	7.0 / 5.8	eV
E_HOMO (spin up / spin down)	-10.41 / -11.06	eV
calculated total energy	-50503.434	eV
LUMO (spin up / spin down)	-3.42 / -5.25	eV

For reference, the Löwdin charges in units of e are: number 1, Ir, carries 0.872; number 2, O, carries -0.043; number 3, C, carries -0.195; number 4, C, carries -0.149; number 5, C, carries 0.014; number 6, C, carries -0.093; number 7, N, carries -0.083; number 8, C, carries -0.181; number 9, C, carries 0.071; number 10, C, carries -0.181; number 11, C, carries 0.071; number 12, C, carries -0.148; number 13, C, carries -0.195; number 14, O, carries -0.043; number 15, C, carries 0.013; number 16, C, carries -0.093; number 17, N, carries -0.082; number 18, H, carries 0.104; number 19, H, carries 0.142; number 20, H, carries 0.135; number 21, H, carries 0.131; number 22, H, carries 0.120; number 23, H, carries 0.119; number 24, H, carries 0.119; number 25, H, carries 0.141; number 26, H, carries 0.136; number 27, H, carries 0.104; number 28, H, carries 0.132; number 29, H, carries 0.120; number 30, S, carries 0.560; number 31, C, carries -0.665; number 32, C, carries -0.099; number 33, C, carries -0.058; number 34, C, carries -0.062; number 35, C, carries -0.098; number 36, C, carries -0.675; number 37, S, carries 0.597; number 38, H, carries 0.109; number 39, H, carries 0.113; number 40, H, carries 0.113; number 41, H, carries 0.108